ORCA calculation (wB97M-V/def2-TZVPD) on C58H47Cl4N6O2Pd as an isolated structure.

The geometry in XYZ format:
```
118
Properties=species:S:1:pos:R:3:lowdin_charge:R:1
Pd 0.130 -0.401 -0.513 1.149
Cl -6.944 5.509 -2.361 0.694
C -5.714 4.375 -1.914 -0.664
C -5.785 3.743 -0.684 -0.087
C -4.795 2.838 -0.326 -0.021
C -3.746 2.560 -1.193 -0.230
C -3.691 3.205 -2.428 -0.011
C -4.674 4.112 -2.794 -0.083
C -2.654 1.600 -0.838 -0.048
C -1.523 2.133 -0.149 -0.161
C -1.432 3.492 0.309 0.033
C -0.142 3.684 0.676 0.013
C 0.538 2.438 0.445 -0.192
C 1.967 2.255 0.590 -0.038
C 2.769 3.499 0.756 -0.218
C 2.867 4.372 -0.327 -0.009
C 3.620 5.531 -0.227 -0.079
C 4.263 5.823 0.967 -0.662
Cl 5.200 7.272 1.099 0.698
C 4.164 4.975 2.056 -0.084
C 3.416 3.811 1.944 -0.036
C 2.602 1.057 0.507 -0.189
N 2.028 -0.164 0.214 0.051
C 3.039 -1.064 0.128 -0.197
C 2.919 -2.381 -0.269 -0.031
C 4.130 -3.221 -0.405 -0.200
C 4.419 -3.811 -1.638 -0.016
C 5.569 -4.562 -1.811 -0.078
C 6.428 -4.749 -0.738 -0.661
Cl 7.865 -5.684 -0.948 0.705
C 6.145 -4.201 0.503 -0.083
C 5.001 -3.434 0.661 -0.028
C 1.662 -2.996 -0.636 -0.213
C 1.484 -4.398 -0.811 0.008
C 0.212 -4.576 -1.277 0.023
C -0.377 -3.284 -1.355 -0.232
N 0.527 -2.337 -0.943 0.022
C -1.655 -3.001 -1.893 -0.075
C -2.264 -1.763 -1.809 -0.206
C -3.623 -1.485 -2.310 0.048
C -3.903 -0.221 -2.008 0.048
C -2.725 0.325 -1.309 -0.175
N -1.762 -0.657 -1.214 0.035
C -2.352 -4.090 -2.639 -0.219
C -3.020 -5.112 -1.977 -0.024
C -3.636 -6.131 -2.689 -0.086
C -3.576 -6.124 -4.073 -0.665
Cl -4.330 -7.401 -4.964 0.695
C -2.921 -5.110 -4.753 -0.081
C -2.310 -4.094 -4.032 -0.009
C 4.318 -0.398 0.416 0.036
C 4.051 0.886 0.644 0.040
N -0.323 1.505 0.009 0.024
H -6.606 3.959 -0.014 0.112
H -4.850 2.340 0.635 0.128
H -2.870 2.992 -3.103 0.128
H -4.637 4.615 -3.751 0.112
H -2.247 4.198 0.330 0.125
H 0.316 4.579 1.066 0.127
H 2.360 4.131 -1.255 0.131
H 3.711 6.206 -1.067 0.113
H 4.664 5.225 2.982 0.112
H 3.336 3.143 2.795 0.115
H 3.746 -3.664 -2.475 0.127
H 5.803 -5.002 -2.771 0.114
H 6.811 -4.380 1.336 0.113
H 4.769 -3.022 1.636 0.128
H 2.228 -5.152 -0.609 0.122
H -0.275 -5.503 -1.535 0.120
H -4.253 -2.211 -2.798 0.127
H -4.816 0.324 -2.185 0.128
H -3.069 -5.114 -0.893 0.125
H -4.163 -6.925 -2.176 0.112
H -2.887 -5.119 -5.834 0.112
H -1.793 -3.297 -4.555 0.122
H 5.282 -0.877 0.416 0.119
H 4.745 1.674 0.886 0.124
C -2.083 3.081 6.891 -0.065
C -1.216 1.835 7.008 -0.192
N -0.941 1.178 5.722 -0.048
C 0.337 1.472 5.083 -0.201
C 0.317 2.686 4.161 -0.059
C -1.962 0.438 5.215 -0.390
O -3.022 0.357 5.818 0.054
C -1.831 -0.408 3.951 -0.066
C -2.725 -1.476 3.893 0.009
C -2.708 -2.340 2.816 -0.028
C -1.804 -2.102 1.795 -0.131
N -0.970 -1.068 1.806 0.039
C -0.982 -0.250 2.861 -0.087
H -2.181 3.552 7.870 0.080
H -3.078 2.820 6.535 0.073
H -1.643 3.811 6.209 0.062
H -1.705 1.108 7.652 0.121
H -0.251 2.082 7.447 0.115
H 0.707 0.580 4.580 0.109
H 1.043 1.669 5.889 0.117
H -0.462 2.614 3.402 0.064
H 1.281 2.795 3.655 0.057
H 0.133 3.598 4.730 0.076
H -3.414 -1.609 4.715 0.125
H -3.388 -3.180 2.763 0.112
H -1.750 -2.760 0.934 0.094
H -0.286 0.570 2.784 0.080
C 1.227 1.430 -4.514 -0.031
C 1.155 0.241 -3.556 -0.719
C 2.529 -0.408 -3.421 -0.029
C 0.142 -0.772 -4.084 -0.040
O 0.743 0.810 -2.335 -0.155
H 1.580 1.098 -5.492 0.093
H 1.916 2.184 -4.129 0.083
H 0.242 1.886 -4.627 0.083
H 2.866 -0.852 -4.361 0.091
H 2.482 -1.197 -2.666 0.054
H 3.267 0.331 -3.099 0.090
H 0.446 -1.159 -5.060 0.093
H -0.843 -0.307 -4.181 0.089
H 0.069 -1.609 -3.392 0.050
```

## Properties
HOMO-LUMO gap (spin up / spin down) in eV: 4.98 / 4.97
Total energy in eV: -127507.3240
<S²>: 6.037
Charge: +1
E_HOMO (spin up / spin down) in eV: -8.711 / -11.088
Largest force on an atom in eV Å⁻¹: 0.47
Spin multiplicity: 5
LUMO energy (spin up / spin down) in eV: -3.73 / -6.12

---

ORCA calculation (wB97M-V/def2-TZVPD) on C58H48BO3P2PtS as an isolated structure in a non-equilibrium geometry.

The geometry in XYZ format:
```
114
Properties=species:S:1:pos:R:3:lowdin_charge:R:1
Pt 0.491 -1.008 -0.188 0.729
O 3.180 -2.450 -0.681 -0.435
S 2.816 -1.015 -0.522 0.774
C 3.885 -0.371 0.699 -0.327
C 5.029 0.307 0.339 -0.040
C 6.071 0.574 1.251 0.008
C 5.947 0.085 2.516 -0.136
C 6.902 0.130 3.686 -0.087
C 6.162 -0.607 4.833 -0.086
C 4.828 -0.994 4.240 -0.140
C 3.760 -1.637 4.786 0.014
C 2.609 -1.798 3.988 -0.045
C 2.505 -1.393 2.671 -0.257
P 0.787 -1.432 2.024 0.942
C -0.006 -0.070 2.924 -0.324
C 0.779 1.015 3.313 -0.084
C 0.200 2.138 3.888 -0.066
C -1.169 2.175 4.097 -0.072
C -1.958 1.094 3.724 -0.063
C -1.386 -0.017 3.126 -0.089
C 0.106 -2.994 2.649 -0.357
C -0.567 -3.068 3.867 -0.098
C -1.102 -4.274 4.301 -0.063
C -0.955 -5.412 3.522 -0.066
C -0.266 -5.346 2.317 -0.062
C 0.255 -4.141 1.877 -0.081
C 3.660 -0.801 2.054 -0.131
C 4.762 -0.583 2.896 -0.078
C 3.206 -0.193 -2.056 -0.291
C 4.289 -0.824 -2.641 -0.067
C 4.798 -0.482 -3.905 0.009
C 4.156 0.496 -4.594 -0.141
C 4.448 1.067 -5.960 -0.089
C 3.297 2.069 -6.222 -0.090
C 2.489 2.066 -4.946 -0.144
C 1.392 2.789 -4.600 0.004
C 0.831 2.552 -3.329 -0.066
C 1.307 1.621 -2.435 -0.290
P 0.508 1.449 -0.820 1.048
C 1.160 2.858 0.118 -0.330
C 2.324 2.685 0.859 -0.098
C 2.922 3.754 1.510 -0.066
C 2.349 5.014 1.427 -0.068
C 1.187 5.196 0.689 -0.060
C 0.593 4.128 0.034 -0.075
C -1.272 1.810 -1.034 -0.373
C -1.981 1.457 -2.178 -0.091
C -3.363 1.580 -2.210 -0.063
C -4.054 2.039 -1.098 -0.063
C -3.354 2.368 0.055 -0.057
C -1.972 2.251 0.088 -0.099
C 2.473 0.842 -2.768 -0.104
C 3.021 1.123 -4.037 -0.076
H 5.147 0.639 -0.681 0.111
H 6.949 1.113 0.923 0.124
H 7.139 1.161 3.951 0.124
H 7.844 -0.354 3.428 0.125
H 6.029 0.030 5.708 0.124
H 6.707 -1.490 5.166 0.125
H 3.759 -1.988 5.809 0.124
H 1.747 -2.247 4.460 0.101
H 1.849 0.992 3.176 0.095
H 0.822 2.976 4.173 0.109
H -1.623 3.044 4.556 0.109
H -3.027 1.117 3.892 0.112
H -2.014 -0.835 2.805 0.099
H -0.685 -2.186 4.482 0.105
H -1.630 -4.319 5.244 0.109
H -1.383 -6.350 3.850 0.109
H -0.143 -6.233 1.712 0.110
H 0.784 -4.094 0.930 0.104
H 4.750 -1.640 -2.099 0.115
H 5.660 -1.001 -4.301 0.125
H 4.493 0.281 -6.713 0.125
H 5.420 1.561 -5.962 0.126
H 2.676 1.754 -7.062 0.125
H 3.665 3.067 -6.459 0.123
H 0.951 3.524 -5.259 0.123
H -0.037 3.138 -3.045 0.109
H 2.777 1.709 0.930 0.066
H 3.829 3.599 2.080 0.109
H 2.807 5.853 1.934 0.109
H 0.740 6.179 0.620 0.111
H -0.316 4.291 -0.530 0.109
H -1.464 1.056 -3.042 0.117
H -3.904 1.295 -3.103 0.111
H -5.132 2.125 -1.126 0.110
H -3.882 2.704 0.938 0.111
H -1.448 2.488 1.007 0.102
C -7.791 -3.003 -2.256 -0.042
C -6.988 -1.759 -2.658 -0.562
C -7.885 -0.520 -2.559 -0.048
C -6.548 -1.913 -4.112 -0.067
C -5.794 -1.614 -1.711 -0.162
C -6.017 -1.321 -0.360 -0.025
C -4.982 -1.166 0.561 0.027
C -3.705 -1.315 0.081 -0.204
O -2.498 -1.163 0.744 0.091
B -1.526 -1.342 -0.247 -0.708
O -2.107 -1.680 -1.464 0.128
C -3.473 -1.620 -1.236 -0.199
C -4.477 -1.779 -2.159 0.067
H -8.634 -3.153 -2.934 0.088
H -8.190 -2.910 -1.245 0.081
H -7.168 -3.897 -2.289 0.091
H -8.716 -0.603 -3.261 0.087
H -7.327 0.387 -2.802 0.086
H -8.310 -0.395 -1.563 0.075
H -7.425 -1.918 -4.760 0.088
H -6.013 -2.848 -4.283 0.087
H -5.906 -1.089 -4.433 0.084
H -7.033 -1.215 -0.006 0.109
H -5.181 -0.927 1.597 0.122
H -4.238 -2.018 -3.183 0.122
```

## Properties
HOMO-LUMO gap in eV: 6.75
Total energy in eV: -100402.9388
ΔE to the lowest compared entry with this formula, charge and spin in eV: 1.848
Charge: +1
E_HOMO in eV: -9.806
Largest force on an atom in eV Å⁻¹: 1.99
LUMO energy in eV: -3.06